183
Properties=species:S:1:pos:R:3:forces:R:3:mulliken_charge:R:1 method="wB97M-V/def2-TZVPD" e_lumo_ev=1.87 total_charge=-1 de_lowest_ev=0.000
C -0.067 -3.144 0.456 -1.8300 -1.3667 2.1242 0.47
F 0.677 -3.482 -0.560 -0.2061 -0.3219 -0.4400 -0.13
F -1.418 -3.369 0.211 1.4289 0.5056 -0.7070 -0.17
F 0.126 -4.064 1.511 0.6635 1.2640 -1.3929 -0.04
S 0.231 -1.421 1.050 0.7872 -1.8335 1.6388 0.25
O -0.661 -1.406 2.171 0.1015 0.4890 0.1420 -0.45
O 1.666 -1.456 1.304 -1.1805 0.5921 -0.6780 -0.60
N -0.349 -0.574 -0.096 0.2044 0.4868 -0.7262 -0.03
S 0.452 0.243 -1.181 -0.7269 -1.0671 -1.5740 0.85
O 1.673 0.788 -0.718 1.3628 0.3925 0.3579 -0.65
O 0.410 -0.398 -2.490 0.2483 0.3893 1.1138 -0.53
C -0.735 1.616 -1.373 2.2388 0.3725 0.8032 0.28
F -0.295 2.581 -2.206 -0.5362 -0.8574 -0.0159 -0.22
F -1.784 0.990 -1.785 -2.2435 0.5244 -0.8400 -0.18
F -0.917 2.207 -0.193 -0.5003 -0.0922 -0.0852 -0.16
C -5.050 -1.253 -0.557 1.6730 -2.0858 -3.3135 0.36
O -5.725 -0.873 0.332 -1.0941 1.0564 2.5092 -0.61
N -5.453 -1.085 -1.886 -0.2246 0.2268 0.1522 -0.33
N -3.861 -1.947 -0.423 -0.3664 0.5174 1.1082 -0.05
H -5.167 -1.783 -2.568 -0.0544 -0.1096 0.2499 0.24
H -6.446 -0.894 -1.844 0.0617 0.0424 -0.5078 0.18
H -3.704 -2.241 0.514 0.2793 0.0512 0.7165 0.04
H -3.352 -2.514 -1.066 -0.2709 0.1856 -0.8553 0.10
C -5.202 0.405 -5.702 -0.9273 1.8688 -4.2970 0.52
O -5.764 1.485 -5.557 0.1168 -0.4647 0.9313 -0.67
N -4.575 -0.333 -4.831 0.4148 -2.1660 2.4676 -0.06
N -5.122 -0.028 -7.081 -0.9845 1.7847 1.8425 -0.45
H -4.878 -0.324 -3.839 0.2936 0.5727 -0.9653 0.26
H -4.366 -1.295 -5.103 0.1343 0.4510 0.1921 0.18
H -4.690 -0.827 -7.435 0.9215 -1.1697 -0.2108 0.17
H -5.205 0.781 -7.677 -0.0706 -0.3617 -0.1262 0.23
C -0.015 -7.640 1.894 -0.9220 -0.2637 0.3772 0.55
O -0.358 -8.547 2.632 0.0825 -0.2935 0.0500 -0.62
N 1.276 -7.237 1.840 -0.0010 0.2087 -0.3986 -0.27
N -0.949 -7.044 1.066 -0.3853 1.0017 -0.0903 -0.55
H 1.656 -6.402 1.437 -0.2800 0.1179 -0.2223 0.16
H 1.865 -7.835 2.364 0.6508 -0.2486 0.5089 0.22
H -0.747 -6.094 0.775 0.1557 -0.1473 -0.0377 0.19
H -1.893 -7.084 1.454 0.5956 -0.3035 -0.1564 0.26
C 4.915 2.309 0.457 -0.3026 1.4088 -1.3613 0.44
O 6.109 2.467 0.238 -0.3948 -0.1009 -0.6604 -0.70
N 3.868 2.637 -0.466 1.3631 -0.6546 0.4923 -0.37
N 4.493 1.954 1.670 -1.0210 -0.2979 2.5919 -0.30
H 4.296 2.732 -1.382 -0.3461 -0.0634 0.0921 0.25
H 3.021 2.053 -0.462 0.7674 0.3481 0.0619 0.47
H 3.532 2.157 1.960 0.4622 -0.1236 -0.3669 0.18
H 5.175 2.078 2.427 -0.4176 -0.2745 -0.7993 0.25
C 3.680 -3.589 -1.421 0.4468 1.7357 1.7790 0.39
O 3.982 -4.425 -2.245 -0.2071 -0.3347 -0.3782 -0.68
N 3.465 -2.263 -1.697 -0.0717 -0.3939 0.9091 -0.17
N 3.641 -3.880 -0.056 0.1393 -2.5014 -1.1125 -0.31
H 3.331 -2.076 -2.650 -0.2902 0.3633 -1.5290 0.29
H 3.027 -1.612 -1.052 0.2068 -0.5019 0.0718 0.15
H 4.083 -4.763 0.138 -0.0963 -0.2501 -0.2465 0.26
H 3.720 -3.318 0.737 -0.1686 1.9159 0.5879 0.15
C -2.819 -3.044 -3.631 -2.3172 2.5790 -0.4083 0.40
O -4.012 -2.839 -4.027 2.2643 -1.4517 1.2327 -0.83
N -1.997 -1.927 -3.418 -0.9300 -1.8622 -0.4257 0.02
N -2.318 -4.293 -3.360 -0.2016 0.0744 -0.0759 -0.35
H -1.118 -2.156 -3.069 1.8232 -0.1088 0.6987 0.12
H -2.256 -0.976 -3.154 -0.6997 -0.7088 -0.5916 0.17
H -1.337 -4.495 -3.367 0.2387 0.2903 0.1975 0.18
H -2.916 -5.115 -3.281 0.0024 0.8559 -0.4539 0.22
C 1.440 -3.541 4.928 0.6306 0.7594 0.6523 -0.76
O 0.727 -4.226 5.893 -0.9165 -0.1237 0.9496 -0.40
C -0.507 -4.681 5.402 -0.1258 1.3151 -0.4125 0.16
C -1.308 -5.305 6.496 0.7695 -0.0141 -0.0758 -0.70
N -0.660 -6.434 7.107 0.0364 -2.3189 -1.2334 -0.36
C -0.009 -7.343 6.109 0.6776 0.5559 -0.1282 -0.17
C 0.688 -8.565 6.692 -1.4598 0.0768 -0.1273 -0.66
O 1.067 -9.424 5.630 0.0063 0.1601 -0.2110 -0.27
C 0.961 -10.770 6.049 1.0682 0.1111 -1.2514 -0.88
H 1.784 -4.238 4.195 0.8072 -0.3890 -0.7189 0.29
H 2.201 -3.019 5.500 0.7419 -0.2343 -0.3705 0.38
H 0.926 -2.748 4.410 -0.9190 0.2469 -0.2063 0.17
H -0.324 -5.306 4.574 0.3050 -1.6156 -0.9674 0.57
H -1.018 -3.876 4.874 -0.4709 0.6042 0.5728 -0.10
H -2.248 -5.628 6.123 -1.0138 -0.2500 -0.6004 0.30
H -1.504 -4.564 7.241 -0.1097 0.3481 0.4693 -0.01
H -0.032 -6.194 7.831 0.8186 0.4732 0.5266 0.34
H 0.747 -6.814 5.465 -0.4282 -0.3263 0.6769 0.08
H -0.694 -7.764 5.386 -0.7735 0.2559 -0.0380 0.28
H 0.020 -9.119 7.366 -0.1863 0.2587 -0.0492 0.40
H 1.499 -8.234 7.289 1.3681 0.0633 0.5714 0.32
H 1.212 -11.496 5.211 0.1589 1.1165 1.1593 0.21
H -0.016 -10.985 6.362 -1.8347 -0.3340 0.2321 0.38
H 1.537 -10.818 6.954 0.9282 -0.9698 0.3291 0.37
C -1.838 11.488 -8.599 0.9392 -0.5289 1.5526 -0.65
O -2.883 10.590 -8.787 -0.3856 -0.9394 -0.2278 -0.33
C -3.995 10.641 -7.863 0.7537 0.2153 -0.4405 -0.67
C -3.807 9.827 -6.560 1.3459 1.1562 -1.3247 -0.42
N -3.749 8.443 -6.960 0.2330 0.3082 -0.9179 -0.15
C -3.415 7.519 -5.931 -1.1107 -0.8701 1.0705 -0.77
C -4.500 6.416 -5.895 0.5584 0.7423 -1.6655 -0.40
O -4.196 5.491 -4.931 -0.0170 -1.5247 0.5123 -0.26
C -4.903 4.227 -5.043 -0.1908 0.7809 2.3729 -0.63
H -1.096 11.459 -9.449 -1.1248 0.1715 0.8341 0.22
H -1.303 11.267 -7.635 0.1065 -0.1579 -0.7783 0.25
H -2.279 12.435 -8.354 0.0475 1.2126 -0.6313 0.32
H -4.734 10.087 -8.465 -0.3508 0.7243 0.5301 0.30
H -4.216 11.723 -7.651 -0.1793 -0.9224 -0.2166 0.39
H -4.654 10.101 -5.938 -0.1647 -0.4438 0.3299 0.34
H -2.855 10.155 -6.059 -0.7124 -0.0604 -0.0808 0.29
H -3.047 8.363 -7.691 -0.3475 0.2122 -0.1388 0.24
H -3.576 8.022 -5.002 0.4744 0.4162 1.0171 0.32
H -2.388 7.147 -5.966 -0.1638 -0.2125 -0.0388 0.30
H -4.465 5.973 -6.922 -0.5319 0.0420 0.5402 0.29
H -5.468 6.965 -5.734 0.4475 -0.6670 -0.1899 0.20
H -4.893 3.786 -6.024 0.3971 -0.1667 -0.3383 0.32
H -5.945 4.383 -4.731 -0.0661 0.0653 -0.4200 0.31
H -4.527 3.567 -4.210 0.0888 0.5130 -1.3340 0.20
C 0.434 0.607 9.633 -1.5329 -0.5744 1.2627 -0.82
O 0.162 -0.401 8.700 0.3253 1.4690 -0.3388 -0.26
C -0.792 -1.272 9.220 -0.1025 -0.1016 -0.5365 -0.89
C -0.873 -2.321 8.124 0.0397 0.2229 1.0215 -1.10
N -1.075 -1.783 6.828 -1.1316 0.1990 -1.3833 0.46
C -2.357 -1.088 6.573 -1.1099 -0.9756 1.2331 -0.80
C -2.602 -0.896 5.082 0.0262 0.5411 -1.0310 0.00
O -3.893 -0.329 4.749 0.6452 -0.3274 1.5804 -0.48
C -4.249 -0.728 3.468 -0.7004 0.6196 -1.4794 -0.54
H 0.934 1.465 9.224 0.6473 -0.0479 -0.2245 0.25
H 0.881 0.075 10.470 1.0124 0.6028 0.3511 0.33
H -0.512 0.970 10.106 0.2535 0.0820 -0.5810 0.31
H -1.745 -0.717 9.415 0.5004 -0.5044 -0.0175 0.38
H -0.383 -1.721 10.132 -0.3886 -0.0441 0.3210 0.55
H -1.673 -2.987 8.360 -0.6575 -0.6742 0.1938 0.61
H 0.071 -2.877 8.194 -0.1900 -0.0187 -0.4525 0.25
H -0.294 -1.226 6.542 0.2815 0.2899 -0.0808 0.25
H -2.453 -0.082 7.052 0.2758 -0.4588 -0.2610 0.16
H -3.182 -1.691 7.080 0.9140 0.4523 -0.7984 0.29
H -2.462 -1.726 4.354 0.2321 -0.1592 1.2479 0.14
H -1.831 -0.169 4.810 0.0692 0.1566 -0.4637 0.15
H -3.432 -0.438 2.768 -0.6429 -0.2478 0.0166 0.26
H -5.213 -0.243 3.155 1.0269 -0.1935 0.3858 0.30
H -4.435 -1.807 3.389 0.2224 -0.0664 0.0952 0.30
C -2.064 4.391 1.656 1.3248 -0.4547 0.6719 -0.27
O -1.275 5.340 2.350 0.5478 -0.0277 0.5388 -0.37
C -0.009 5.757 1.858 -0.7079 0.6411 0.9390 -0.76
C 1.041 4.722 1.632 0.0352 -1.2185 -0.9993 -0.39
N 1.349 3.879 2.785 -0.9208 -1.1958 -0.3169 0.06
C 1.701 4.566 3.990 -0.0639 1.1031 1.0965 -0.59
C 2.944 5.472 3.828 -0.0248 1.0455 0.1055 -0.28
O 3.100 6.067 5.120 0.4636 0.2243 0.0493 -0.32
C 4.327 6.751 5.296 -0.7342 0.3849 1.9603 -0.82
H -2.876 4.221 2.373 0.0432 -0.4177 -0.6041 0.25
H -1.478 3.458 1.403 -0.8970 0.9319 0.5194 0.00
H -2.405 4.850 0.754 -0.5939 0.0572 -0.9014 0.30
H 0.328 6.396 2.672 0.1675 0.2117 0.0785 0.28
H -0.109 6.432 1.021 -0.1496 0.0329 -0.7758 0.41
H 1.939 5.237 1.243 -0.2179 -0.2668 0.3442 0.38
H 0.759 4.020 0.819 0.0725 0.4189 0.3196 -0.03
H 0.556 3.207 2.966 1.2165 1.1358 -0.3032 0.22
H 1.975 3.798 4.755 -0.4454 0.7061 -0.3961 0.34
H 0.857 5.273 4.412 1.4532 -1.3568 -0.5473 0.20
H 2.850 6.263 3.037 -0.4905 -0.3482 0.6358 0.22
H 3.904 5.031 3.545 -0.2067 -0.9184 0.0806 0.32
H 4.516 6.983 6.383 -0.6655 -0.4926 -0.7973 0.25
H 4.345 7.718 4.839 -0.0925 0.6457 -0.8236 0.31
H 5.172 6.186 5.006 0.9108 -0.8284 -0.7244 0.35
C 6.354 1.071 -6.696 -0.6639 -0.7287 -0.7382 -0.07
O 6.885 0.375 -7.797 0.7143 0.0105 -0.7306 -0.42
C 7.310 -0.964 -7.509 -0.0713 1.4169 0.8194 -0.55
C 6.102 -1.891 -7.311 0.6117 0.3338 0.7602 -0.60
N 5.732 -1.903 -5.881 -0.6106 0.1079 -0.2539 0.00
C 4.879 -2.981 -5.395 1.4551 -1.3675 -0.5800 -0.94
C 3.414 -2.782 -5.584 -0.0072 -0.4291 -0.6518 -0.70
O 2.896 -1.861 -4.662 -0.4156 -0.6337 -0.3969 -0.26
C 3.080 -0.476 -4.842 -0.2381 0.1170 0.8751 -0.49
H 5.837 1.930 -7.051 -0.3865 0.7712 -0.5863 0.32
H 7.064 1.418 -5.989 1.1053 0.0240 0.7700 0.27
H 5.635 0.425 -6.250 -0.6212 -0.2490 0.9027 -0.27
H 7.910 -0.882 -6.574 -0.1844 -0.4978 -0.3141 0.31
H 8.016 -1.201 -8.307 -0.4298 -0.3840 -0.0715 0.29
H 6.332 -2.871 -7.721 0.0708 -0.5776 0.1331 0.43
H 5.296 -1.486 -7.924 -0.1555 0.0280 0.0819 0.28
H 6.522 -1.829 -5.267 0.4566 0.0706 -0.1686 0.21
H 5.056 -3.179 -4.342 0.0770 0.3794 0.3151 0.42
H 5.245 -3.935 -5.863 -0.6798 0.3071 -0.0037 0.37
H 2.884 -3.726 -5.449 0.0821 -0.0369 0.5483 0.32
H 3.216 -2.591 -6.645 -0.1968 0.8668 -0.0282 0.44
H 2.809 -0.108 -5.832 0.0341 -0.1777 -0.2201 0.37
H 4.104 -0.162 -4.583 -0.3598 -0.0246 -0.1346 0.17
H 2.343 -0.120 -4.111 0.3886 0.6910 -0.2540 0.00